1.
This record from the Open Molecules 2025 dataset describes a cluster of 8 separate species, C50H49F4IN8O3 in total in a non-equilibrium geometry. The level of theory is ωB97M-V/def2-TZVPD.

Structure (SMILES)   C[C@H](F)C1=C(CCC(F)=C(F)F)C(=O)C(I)=C(CCC(N)=O)C1=O.c1ccncc1.c1ccncc1.c1ccncc1.c1ccncc1.c1ccncc1.c1ccncc1.c1ccncc1
Spin multiplicity   1
Energy   -3295.4968 Ha
Strongest force on any atom   1.03 eV/Å
E_HOMO   -9.39 eV

Geometry (Å):
C 2.339 -1.193 1.500
C 0.855 -0.798 1.551
F 0.300 -1.408 2.684
C 0.060 -1.232 0.335
C 0.328 -0.831 -0.917
C 1.433 0.110 -1.336
C 1.283 1.552 -0.833
C 0.004 2.247 -1.153
F -0.224 3.355 -0.405
C -0.943 1.923 -2.024
F -0.753 1.205 -3.109
F -2.191 2.338 -1.926
C -0.537 -1.407 -2.006
O -0.083 -1.770 -3.061
C -1.982 -1.548 -1.642
I -3.381 -1.184 -3.142
C -2.289 -1.894 -0.390
C -3.666 -2.060 0.174
C -3.816 -1.524 1.617
C -3.064 -0.239 1.901
N -3.005 0.785 0.897
O -2.555 -0.052 2.970
C -1.106 -2.165 0.504
O -1.111 -3.106 1.256
H 2.500 -1.869 0.661
H 2.940 -0.299 1.330
H 2.640 -1.657 2.434
H 0.718 0.271 1.731
H 1.472 0.097 -2.426
H 2.390 -0.272 -0.984
H 1.373 1.574 0.254
H 2.112 2.144 -1.233
H -3.885 -3.131 0.197
H -4.426 -1.613 -0.462
H -3.498 -2.265 2.345
H -4.875 -1.306 1.773
H -3.881 1.283 0.805
H -2.712 0.428 -0.003
N 2.688 -4.904 -0.867
C 3.120 -6.118 -0.534
C 2.331 -7.071 0.091
C 1.018 -6.743 0.392
C 0.551 -5.481 0.057
C 1.424 -4.607 -0.571
H 4.153 -6.332 -0.786
H 2.737 -8.043 0.336
H 0.370 -7.456 0.884
H -0.462 -5.184 0.280
H 1.102 -3.612 -0.856
N -6.774 -2.996 -1.126
C -6.734 -2.670 -2.417
C -7.843 -2.256 -3.139
C -9.063 -2.180 -2.486
C -9.121 -2.518 -1.143
C -7.952 -2.916 -0.512
H -5.755 -2.739 -2.880
H -7.751 -1.999 -4.186
H -9.953 -1.863 -3.014
H -10.052 -2.473 -0.594
H -7.953 -3.185 0.538
N 4.978 -1.320 4.220
C 3.951 -1.259 5.067
C 4.017 -1.672 6.389
C 5.215 -2.183 6.859
C 6.293 -2.257 5.992
C 6.122 -1.813 4.689
H 3.029 -0.857 4.661
H 3.149 -1.595 7.029
H 5.308 -2.518 7.884
H 7.247 -2.649 6.315
H 6.942 -1.851 3.981
N 1.506 8.059 -1.909
C 0.973 6.865 -1.656
C 0.857 6.326 -0.384
C 1.325 7.071 0.687
C 1.884 8.315 0.443
C 1.950 8.761 -0.868
H 0.622 6.315 -2.523
H 0.414 5.350 -0.243
H 1.255 6.687 1.697
H 2.263 8.928 1.249
H 2.378 9.730 -1.102
N 4.044 8.930 -5.591
C 4.068 9.431 -6.824
C 2.993 10.080 -7.413
C 1.825 10.214 -6.680
C 1.782 9.698 -5.396
C 2.913 9.069 -4.898
H 5.000 9.303 -7.366
H 3.073 10.468 -8.419
H 0.963 10.713 -7.104
H 0.893 9.777 -4.786
H 2.912 8.655 -3.897
N 9.131 -5.173 -0.634
C 9.333 -4.828 -1.904
C 8.331 -4.366 -2.745
C 7.046 -4.257 -2.240
C 6.818 -4.613 -0.921
C 7.890 -5.062 -0.164
H 10.352 -4.929 -2.262
H 8.556 -4.098 -3.768
H 6.234 -3.902 -2.862
H 5.829 -4.543 -0.487
H 7.753 -5.347 0.873
N -7.211 -1.073 3.166
C -6.843 -0.117 4.016
C -7.511 0.161 5.199
C -8.628 -0.595 5.516
C -9.025 -1.594 4.643
C -8.284 -1.793 3.488
H -5.964 0.454 3.733
H -7.163 0.949 5.851
H -9.178 -0.409 6.429
H -9.890 -2.209 4.851
H -8.561 -2.568 2.782

---

2.
This record from the Open Molecules 2025 dataset describes the ion C6H12N2O with charge +2 in a non-equilibrium geometry. The level of theory is ωB97M-V/def2-TZVPD.

Total charge   +2
Structure (SMILES)   C[N+]1=C[N@@+](C)(C=O)CC1
Spin multiplicity   1
Energy   -419.8028 Ha
Relative energy (zero: lowest compared OMol25 entry of this formula, charge and spin)   1.9094 eV
Strongest force on any atom   4.19 eV/Å
E_HOMO   -20.39 eV

Geometry (Å):
C -0.208 -0.147 -0.785
C 2.316 0.635 -0.856
C -0.666 1.024 1.100
C 0.766 0.596 1.179
C -2.503 0.779 -0.647
C 1.521 -1.521 0.135
N -1.136 0.479 -0.162
N 1.087 -0.129 -0.037
O 2.912 1.466 -0.335
H -0.451 -0.576 -1.801
H 2.345 0.051 -1.706
H -1.259 0.740 1.938
H -0.878 2.131 1.058
H 1.450 1.446 1.330
H 0.831 0.016 2.172
H -2.567 1.825 -1.028
H -3.225 0.772 0.179
H -2.788 0.363 -1.513
H 2.449 -1.646 0.597
H 0.869 -1.845 0.862
H 1.513 -2.342 -0.653

---

3.
This record from the Open Molecules 2025 dataset describes a structure of composition C42H35CrIN7OPS4Se in a non-equilibrium geometry. The level of theory is ωB97M-V/def2-TZVPD.

Spin multiplicity   5
Energy   -7757.4940 Ha
Relative energy (zero: lowest compared OMol25 entry of this formula, charge and spin)   6.1206 eV
⟨S²⟩   6.102
Strongest force on any atom   5.75 eV/Å
E_HOMO (spin up / spin down)   -5.75 / -5.14 eV

Geometry (Å):
Cr 0.081 1.630 0.865
N -2.218 4.965 -0.782
C -1.966 3.751 -0.260
S -1.522 3.407 1.331
N -2.015 2.620 -1.077
N -1.452 1.417 -0.500
C -1.759 0.208 -0.741
C -1.426 -0.812 0.287
C -2.009 -2.107 0.328
C -1.867 -2.789 1.534
C -1.218 -2.176 2.654
C -0.517 -1.009 2.438
N -0.580 -0.356 1.291
H -2.113 5.743 -0.166
H -1.847 5.169 -1.729
H -2.459 -0.146 -1.531
H -2.763 -2.379 -0.416
H -2.543 -3.637 1.719
H -1.069 -2.737 3.606
H 0.007 -0.441 3.208
S 2.287 4.791 1.361
P 2.024 3.794 2.982
S 1.667 1.804 2.742
C 3.562 3.900 4.040
C 4.786 4.045 3.438
C 5.937 3.942 4.254
C 5.850 3.973 5.624
C 4.594 4.129 6.212
C 3.430 3.990 5.458
C 0.700 4.392 4.109
C 0.764 5.742 4.506
C -0.159 6.283 5.375
C -1.247 5.506 5.736
C -1.329 4.125 5.343
C -0.331 3.536 4.600
H 4.849 4.257 2.367
H 6.917 3.795 3.781
H 6.748 3.976 6.230
H 4.564 4.307 7.255
H 2.507 3.865 5.939
H 1.656 6.222 4.236
H -0.085 7.320 5.793
H -1.979 5.957 6.383
H -2.257 3.610 5.627
H -0.413 2.477 4.319
Se 3.133 0.088 0.800
N 1.793 0.862 -0.203
C 1.977 0.447 -1.508
C 1.210 0.806 -2.654
C 1.429 0.071 -3.825
C 2.344 -0.964 -3.977
C 3.115 -1.439 -2.893
C 2.949 -0.705 -1.665
N 3.719 -0.957 -0.622
H 0.468 1.581 -2.560
H 0.811 0.359 -4.723
H 2.319 -1.340 -4.998
H 3.873 -2.178 -3.009
O -1.643 -3.675 -3.454
S -1.019 -4.967 -3.854
C 0.081 -5.434 -2.518
C 1.115 -6.275 -2.829
C 1.867 -6.770 -1.740
C 1.621 -6.303 -0.445
C 0.549 -5.400 -0.180
C -0.268 -5.015 -1.273
C -2.175 -6.328 -3.609
C -3.465 -5.958 -3.135
C -4.252 -6.951 -2.596
C -3.813 -8.243 -2.410
C -2.535 -8.594 -2.880
C -1.744 -7.666 -3.594
H 1.424 -6.490 -3.843
H 2.772 -7.399 -1.863
H 2.269 -6.597 0.348
H 0.394 -4.997 0.800
H -1.015 -4.239 -1.207
H -3.767 -4.969 -3.159
H -5.257 -6.603 -2.265
H -4.529 -8.940 -1.931
H -2.126 -9.569 -2.852
H -0.810 -7.993 -4.046
I 0.553 4.395 -5.867
C -1.110 3.717 -4.480
C -2.442 3.976 -4.954
C -3.547 3.871 -4.117
C -3.484 3.164 -2.957
C -2.139 2.654 -2.582
N -0.901 3.260 -3.275
H -2.605 4.579 -5.872
H -4.509 4.324 -4.274
H -4.286 3.173 -2.235
H -2.134 1.568 -2.783

---

4.
This record from the Open Molecules 2025 dataset describes a structure of composition C22H40NO3PbSSi4 in a non-equilibrium geometry. The level of theory is ωB97M-V/def2-TZVPD.

Total charge   -1
Spin multiplicity   1
Energy   -2891.8408 Ha
Relative energy (zero: lowest compared OMol25 entry of this formula, charge and spin)   0.3261 eV
Strongest force on any atom   5.53 eV/Å
E_HOMO   -3.36 eV

Geometry (Å):
Pb 1.453 -1.482 -0.308
N 4.171 -2.523 -0.116
C 4.635 -2.581 1.320
C 3.501 -2.906 2.268
C 2.574 -1.735 2.649
O 2.632 -1.175 3.725
O 1.648 -1.336 1.816
H 4.242 -3.466 -0.547
H 4.824 -1.905 -0.609
H 5.093 -1.631 1.594
H 5.437 -3.337 1.512
H 3.924 -3.184 3.201
H 2.876 -3.740 1.892
C -9.142 -5.399 0.071
C -8.017 -4.419 -0.265
O -7.424 -4.481 -1.331
S -7.678 -3.081 0.857
C -6.045 -2.732 0.468
C -5.150 -2.747 1.539
C -3.801 -2.446 1.276
C -3.370 -2.157 -0.033
C -4.272 -2.250 -1.129
C -5.646 -2.468 -0.871
C -2.019 -1.810 -0.203
C -0.794 -1.464 -0.280
H -8.646 -6.390 0.249
H -9.865 -5.518 -0.729
H -9.664 -5.063 0.971
H -5.513 -3.030 2.575
H -3.039 -2.429 2.031
H -3.910 -2.050 -2.151
H -6.421 -2.370 -1.617
C -0.925 0.995 2.281
Si -0.321 1.973 0.717
C -1.751 2.020 -0.480
C -0.183 3.841 1.088
Si 1.749 1.414 -0.420
Si 1.632 1.911 -2.731
C 1.769 3.807 -2.841
C -0.045 1.272 -3.456
C 3.021 1.013 -3.617
Si 3.586 2.378 0.587
C 3.662 2.076 2.439
C 3.448 4.298 0.371
C 5.225 1.702 -0.210
H -1.577 0.159 1.989
H -1.530 1.604 2.959
H -0.062 0.526 2.791
H -2.576 2.611 -0.019
H -2.123 1.037 -0.770
H -1.442 2.583 -1.392
H -1.153 4.380 1.177
H 0.353 4.249 0.200
H 0.466 4.083 1.958
H 1.160 4.280 -2.064
H 1.393 4.159 -3.799
H 2.805 4.134 -2.731
H -0.745 2.095 -3.538
H -0.548 0.581 -2.785
H 0.102 0.834 -4.448
H 4.023 1.513 -3.519
H 2.902 0.842 -4.719
H 3.137 0.031 -3.125
H 2.782 2.576 2.926
H 4.626 2.537 2.836
H 3.616 1.007 2.728
H 2.686 4.698 1.054
H 3.137 4.602 -0.647
H 4.441 4.765 0.560
H 5.020 1.271 -1.208
H 5.698 0.933 0.455
H 5.950 2.517 -0.424

---

5.
This record from the Open Molecules 2025 dataset describes an isolated molecule of C9H11NO2 in a non-equilibrium geometry. The level of theory is ωB97M-V/def2-TZVPD.

Structure (SMILES)   NCc1ccccc1CC(=O)O
Spin multiplicity   1
Energy   -554.7704 Ha
Relative energy (zero: lowest compared OMol25 entry of this formula, charge and spin)   1.1138 eV
Strongest force on any atom   3.35 eV/Å
E_HOMO   -9.39 eV

Geometry (Å):
C -0.355 -1.752 0.545
C 0.314 -0.442 0.725
C 1.657 -0.487 1.241
C 2.444 0.679 1.141
C 1.910 1.920 0.838
C 0.548 1.890 0.431
C -0.250 0.770 0.315
C -1.664 0.740 -0.235
C -1.789 0.924 -1.699
H -0.684 -2.972 -0.973
H 0.791 -2.103 -1.108
H 0.150 -2.493 1.094
H -1.459 -1.735 0.803
H 2.018 -1.400 1.746
H 3.428 0.541 1.577
H 2.480 2.912 0.864
H -0.095 2.681 0.076
H -2.298 1.450 0.109
H -2.123 -0.181 0.081
H -1.195 -0.860 -2.038
N -0.220 -2.007 -0.890
O -1.473 -0.070 -2.532
O -2.134 1.998 -2.112

---

6.
This record from the Open Molecules 2025 dataset describes a structure of composition CH15LiO7 in a non-equilibrium geometry. The level of theory is ωB97M-V/def2-TZVPD.

Spin multiplicity   1
Energy   -581.2310 Ha
Relative energy (zero: lowest compared OMol25 entry of this formula, charge and spin)   1.0372 eV
Strongest force on any atom   6.67 eV/Å
E_HOMO   -9.31 eV

Geometry (Å):
Li 45.287 36.251 33.139
C 46.940 36.869 34.829
O 45.750 36.179 35.121
H 46.717 37.493 33.879
H 47.778 36.178 34.453
H 47.247 37.401 35.753
O 44.039 35.052 36.871
H 44.649 35.455 36.202
H 44.663 35.325 37.516
O 46.235 40.519 32.960
H 45.746 40.705 33.767
H 46.357 39.643 33.116
O 50.587 35.516 35.496
H 50.393 34.638 35.891
H 50.261 36.257 35.947
O 47.742 35.158 36.980
H 48.335 35.727 37.523
H 47.231 35.617 36.203
O 44.980 38.747 36.574
H 44.254 38.472 36.017
H 45.804 38.063 36.339
O 46.686 35.108 32.299
H 47.133 35.103 31.352
H 47.355 34.790 32.793

---

Question: Number 3 is which compound?
Answer: C42H35CrIN7OPS4Se

---

Question: energy of number 5 (C9H11NO2)?
Answer: -554.7704 Ha

---

Question: Which value of strongest force on any atom does entry 4 give?
Answer: 5.53 eV/Å